The following is a quantum chemistry calculation of an isolated molecule of C3H6O, from OMol25.

Each line ends with the natural charge from an NBO analysis.
Geometry (Å):
C1 -1.56466 -0.62002 -0.04533  -0.41
C2 -0.62350 0.39913 -0.14746  -0.22
C3 0.82558 0.42224 0.05125  -0.10
O1 1.41478 -0.79828 -0.23712  -0.71
H1 -2.62219 -0.38980 -0.24146  0.21
H2 -1.16878 -1.74056 0.38830  0.22
H3 -0.91663 1.47702 -0.40541  0.20
H4 1.08690 0.73308 1.14270  0.17
H5 1.21747 1.36010 -0.54648  0.16
H6 2.35104 -0.84292 0.04101  0.48

Computed properties:
Energy relative to the best compared isomer or geometry (same formula, charge and spin)   2.063 eV
Lowest unoccupied orbital energy   0.8 eV
Structure (SMILES)   C=CCO
E_HOMO   -9.25 eV
Total energy   -193.0674 a.u.



The following is a quantum chemistry calculation of a cluster of 2 separate species, C3H6O in total, from OMol25.

Each line ends with the natural charge from an NBO analysis.
Geometry (Å):
C1 -0.81011 0.53774 0.14374  -0.30
C2 -0.37888 -0.81313 -0.07385  -0.59
C3 1.62846 0.14989 -0.12598  0.13
O1 1.10591 1.24068 0.06454  -0.55
H1 -1.03287 0.87319 1.14972  0.22
H2 -1.63739 -0.65806 0.05960  0.25
H3 -1.19845 1.11720 -0.68540  0.22
H4 -0.12622 -1.45545 0.76011  0.25
H5 -0.29051 -1.21254 -1.07604  0.25
H6 2.74006 0.22048 -0.21642  0.11

Computed properties:
Energy relative to the best compared isomer or geometry (same formula, charge and spin)   5.377 eV
Lowest unoccupied orbital energy   1.1 eV
E_HOMO   -7.33 eV
Total energy   -192.9456 a.u.



The following is a quantum chemistry calculation of an isolated molecule of C3H6O, from OMol25.

Each line ends with the natural charge from an NBO analysis.
Geometry (Å):
C1 1.35177 -0.04628 -0.10214  -0.70
C2 0.12150 0.72527 -0.14213  0.58
C3 -1.17034 -0.28712 0.07488  -0.77
O1 -0.04179 1.90117 0.03859  -0.55
H1 1.39533 -0.82146 -0.85942  0.24
H2 2.24834 0.53659 0.08315  0.24
H3 0.60414 -0.65135 0.70344  0.28
H4 -1.66974 -0.03374 1.00764  0.24
H5 -1.83024 0.03078 -0.73112  0.23
H6 -1.00897 -1.35387 -0.07288  0.21

Computed properties:
Energy relative to the best compared isomer or geometry (same formula, charge and spin)   1.789 eV
Lowest unoccupied orbital energy   0.8 eV
Structure (SMILES)   CC(C)=O
E_HOMO   -9.58 eV
Total energy   -193.0775 a.u.